{"formula": "C6H16As2Ba2CuF12O5P", "method": "ωB97M-V/def2-TZVPD", "gap_ev": [7.72, 4.47], "lumo_ev": [-11.63, -14.77], "total_charge": 3, "spin_multiplicity": 2, "symbols": ["Cu", "Ba", "Ba", "O", "H", "As", "F", "F", "F", "F", "F", "F", "As", "F", "F", "F", "F", "F", "F", "C", "C", "O", "P", "O", "O", "C", "C", "O", "C", "C", "H", "H", "H", "H", "H", "H", "H", "H", "H", "H", "H", "H", "H", "H", "H"], "positions_angstrom": [[4.050, 2.436, -2.292], [2.527, -0.920, -2.444], [0.725, 2.621, -4.025], [2.010, 1.563, -2.066], [1.561, 1.929, -1.279], [1.498, 5.423, -1.426], [1.131, 5.631, 0.335], [2.985, 4.372, -1.174], [1.643, 5.179, -3.197], [0.041, 6.342, -1.872], [2.610, 6.851, -1.526], [0.435, 3.947, -1.347], [-1.682, -0.691, -3.321], [-1.833, -1.386, -1.731], [-0.096, -1.577, -3.419], [-1.376, 0.055, -4.899], [-3.212, 0.312, -3.046], [-0.758, 0.722, -2.578], [-2.702, -2.000, -4.078], [0.309, -1.401, 4.846], [-0.571, -1.821, 3.623], [0.172, -1.528, 2.427], [-0.347, -1.500, 0.904], [0.684, -1.165, -0.164], [-1.125, -2.916, 0.699], [-0.641, -4.006, -0.074], [0.291, -4.915, 0.816], [-1.613, -0.407, 1.025], [-1.404, 0.974, 1.450], [-0.402, 1.665, 0.522], [1.196, -2.004, 5.039], [0.829, -0.474, 4.604], [-0.183, -1.306, 5.814], [-0.921, -2.853, 3.586], [-1.486, -1.235, 3.707], [-1.476, -4.677, -0.276], [-0.265, -3.565, -0.998], [0.595, -4.273, 1.642], [-0.244, -5.707, 1.341], [1.037, -5.607, 0.424], [-2.367, 1.474, 1.352], [-1.110, 0.972, 2.499], [-0.741, 1.445, -0.490], [-0.384, 2.755, 0.559], [0.610, 1.262, 0.507]], "forces_ev_per_a": [[-1.22, 0.81, 0.93], [-1.62, -0.77, 0.94], [-1.49, 1.21, 0.36], [1.68, -0.36, -0.67], [0.35, 0.14, -0.19], [-0.85, 4.56, 2.11], [1.10, -0.69, -2.71], [-1.10, -0.16, -0.53], [0.36, -1.47, 0.07], [1.70, -1.09, 0.68], [-1.87, -2.66, 0.18], [1.03, -0.27, -0.88], [-5.39, -0.44, -0.62], [0.31, 0.40, -0.62], [0.17, 0.76, -0.12], [0.51, -0.23, 1.25], [3.01, -1.49, -0.51], [0.45, -0.46, -0.76], [2.50, 2.17, 1.32], [0.68, -0.09, -0.79], [1.38, 0.00, 2.17], [-0.73, 0.90, -1.14], [-0.88, -2.15, -2.48], [-1.11, -0.46, 2.13], [0.48, 3.63, 1.42], [0.93, -2.25, -0.18], [-0.69, 0.29, 0.60], [1.80, -0.95, 1.04], [0.39, 0.55, -1.75], [-0.06, -0.19, -0.85], [-0.30, -0.87, -0.29], [-0.57, 0.50, -0.01], [-0.51, -0.01, -0.41], [0.10, -0.25, -0.06], [-0.39, 0.48, -0.53], [-0.40, 0.75, -0.35], [0.31, -0.51, 0.00], [0.95, -0.14, -0.11], [-1.04, 0.35, -0.01], [0.58, 1.07, -0.78], [-0.21, -0.36, 0.24], [0.01, -0.21, 0.45], [-0.34, 0.01, -0.04], [-0.10, -0.10, 0.69], [0.08, 0.04, 0.78]]}

{"formula": "C6H16As4F24NO2", "method": "ωB97M-V/def2-TZVPD", "gap_ev": 10.77, "lumo_ev": 5.26, "total_charge": -3, "symbols": ["C", "O", "C", "C", "N", "H", "H", "C", "C", "O", "C", "H", "H", "H", "H", "H", "H", "H", "H", "H", "H", "H", "H", "H", "H", "As", "F", "F", "F", "F", "F", "F", "As", "F", "F", "F", "F", "F", "F", "As", "F", "F", "F", "F", "F", "F", "As", "F", "F", "F", "F", "F", "F"], "positions_angstrom": [[10.756, 13.161, 9.260], [9.654, 12.635, 9.973], [8.791, 11.747, 9.194], [7.952, 11.087, 10.243], [7.740, 12.056, 11.426], [7.447, 11.489, 12.232], [8.628, 12.508, 11.654], [6.774, 13.165, 11.182], [6.889, 14.155, 12.264], [8.299, 14.293, 12.460], [8.774, 15.446, 13.215], [11.381, 12.346, 8.832], [11.516, 13.532, 9.985], [10.462, 13.955, 8.517], [9.362, 11.024, 8.553], [8.176, 12.325, 8.492], [8.376, 10.253, 10.747], [6.940, 10.851, 9.928], [5.841, 12.638, 11.112], [7.008, 13.580, 10.209], [6.480, 13.897, 13.272], [6.558, 15.122, 11.852], [9.799, 15.732, 13.028], [8.752, 15.090, 14.290], [8.043, 16.210, 13.165], [5.502, 17.915, 14.537], [5.681, 16.625, 13.462], [6.948, 18.708, 13.965], [5.252, 19.199, 15.701], [4.086, 17.049, 15.198], [6.427, 17.122, 15.726], [4.535, 18.825, 13.434], [14.472, 4.446, 7.508], [15.454, 3.843, 8.796], [15.783, 4.099, 6.464], [13.621, 4.980, 6.143], [13.134, 4.843, 8.522], [15.136, 6.041, 7.819], [13.813, 2.906, 7.250], [5.080, 9.000, 11.990], [5.399, 10.724, 12.158], [3.322, 9.393, 12.197], [4.615, 7.357, 11.933], [6.764, 8.599, 11.656], [5.373, 8.913, 13.676], [4.895, 9.171, 10.292], [12.494, 15.177, 5.221], [13.383, 16.090, 3.957], [12.807, 13.686, 4.463], [11.593, 14.380, 6.490], [12.125, 16.843, 5.916], [11.088, 15.388, 4.249], [13.987, 15.051, 6.145]], "forces_ev_per_a": [[1.41, 0.14, -0.24], [-0.30, -0.93, -1.03], [1.23, 0.89, 0.01], [-1.24, 1.06, 1.33], [0.22, -0.68, -0.41], [-0.23, 0.24, -0.36], [0.24, 0.02, -0.07], [-0.01, -1.80, -0.65], [1.17, 1.88, 1.29], [1.49, 0.56, -0.39], [-1.11, -2.50, 2.11], [-0.85, 0.34, -0.52], [-1.03, 0.40, -0.16], [0.44, -0.95, 0.67], [-0.29, 0.47, 0.85], [0.09, 0.15, 0.16], [0.54, -0.93, -0.17], [0.07, -0.36, -0.24], [-0.82, 0.27, 0.09], [0.23, 0.20, -0.01], [-0.46, 0.15, -1.06], [-0.63, -0.35, 0.68], [-0.02, -0.12, -0.83], [0.10, 0.61, -0.80], [-0.34, 1.16, -0.34], [-1.39, 1.31, 1.90], [0.38, -0.84, -1.22], [-0.14, -0.20, -0.25], [-0.05, 0.08, -0.09], [0.34, 0.69, -0.49], [0.95, -0.76, 0.57], [-0.13, -0.22, -0.37], [0.82, 1.32, 0.73], [-0.13, -0.24, 0.75], [1.00, -0.29, -0.75], [-0.86, 0.88, -1.05], [-0.14, -0.03, 0.48], [-0.17, -0.15, -0.18], [-0.45, -1.59, 0.02], [-1.64, 0.28, 0.13], [0.43, 0.02, -0.39], [1.56, -0.18, 0.03], [0.17, -0.57, -0.03], [-0.32, 0.42, 0.41], [-0.02, -0.23, 0.46], [-0.11, 0.30, -0.53], [0.68, 3.25, 0.16], [-0.17, -0.84, 0.65], [0.23, -0.65, -0.27], [0.23, 0.36, -0.27], [0.42, -1.89, -0.09], [-0.60, -0.28, -0.01], [-0.79, 0.11, -0.20]]}